C8H10Cl2CrO7P2S as an isolated structure at a distorted geometry. Source: OMol25; level of theory: wB97M-V/def2-TZVPD.

The multiplicity is 5. Its expectation value of S² is 6.02.

Geometry as XYZ:
```
31
Properties=species:S:1:pos:R:3:mulliken_charge:R:1
Cr 0.08 -0.17 -0.82 0.3087
C 2.63 -3.05 1.92 -1.7196
C 2.34 -1.66 1.41 1.1257
O 3.31 -0.74 1.88 -0.6079
P 2.49 -1.44 -0.41 0.9445
O 3.99 -1.82 -0.77 -0.5566
O 1.70 -2.44 -1.36 -0.4504
O 2.15 -0.05 -0.79 -0.6130
P 0.58 -1.24 1.79 0.9920
O 0.63 0.40 1.65 -0.4697
O 0.09 -1.62 3.12 -0.7945
O -0.10 -1.74 0.53 -0.7013
H 3.61 -3.40 1.60 0.4116
H 1.85 -3.73 1.57 0.4224
H 2.60 -3.01 3.01 0.3861
H 2.93 0.15 1.85 0.4042
H 4.64 -1.25 -0.35 0.3605
H 2.01 -3.35 -1.35 0.3165
H 0.35 0.80 2.47 0.2734
Cl -2.14 -0.40 -1.07 -0.0885
C -2.78 1.20 -1.30 0.9262
C -4.13 1.41 -1.13 -0.7823
C -4.63 2.70 -1.24 -0.3840
C -3.77 3.75 -1.52 -0.6397
C -2.42 3.52 -1.70 0.3229
Cl -1.37 4.84 -1.99 -0.2109
C -1.87 2.22 -1.60 -0.0085
S -0.18 1.92 -1.82 -0.3603
H -4.77 0.58 -0.89 0.4213
H -5.69 2.89 -1.10 0.3658
H -4.14 4.76 -1.59 0.4055
```

=====

A 14-piece molecular cluster, C5H35NO15 overall at a distorted geometry. Source: OMol25; level of theory: wB97M-V/def2-TZVPD.

As for the energy above the lowest of the compared OMol25 structures with the same formula, charge and spin: 25.65 kcal/mol.

Geometry as XYZ:
```
56
Properties=species:S:1:pos:R:3:mulliken_charge:R:1
C 0.20 -1.38 2.78 -0.9811
C -0.96 -1.66 1.88 0.5508
N -0.79 -1.76 0.50 0.4940
C 0.52 -1.59 -1.55 -1.4796
C 0.19 -0.93 -0.21 0.2648
C -0.38 0.47 -0.44 -0.0400
O -1.41 0.82 0.12 -0.9696
O -2.08 -1.94 2.32 -0.8435
H 0.98 -2.17 2.78 0.3866
H -0.13 -1.27 3.82 0.3767
H 0.72 -0.45 2.53 0.1428
H -1.60 -1.97 -0.08 0.3432
H 0.98 -2.53 -1.42 0.5224
H -0.37 -1.69 -2.19 0.1492
H 1.24 -0.99 -2.10 0.1906
H 1.11 -0.80 0.41 0.0087
H 0.09 1.10 -1.15 0.9104
H 0.00 0.63 -3.29 0.3494
H 0.91 1.95 -3.38 0.4005
O 0.86 1.00 -3.62 -0.8049
H 0.14 2.72 0.67 0.3450
H 0.61 1.88 1.85 0.3211
O 0.81 2.04 0.96 -0.5591
H 1.41 3.21 -1.14 0.3603
H 2.37 2.34 -1.85 0.3394
O 1.74 2.98 -2.02 -0.7566
H 2.46 1.58 0.72 0.4841
H 3.29 1.18 -0.49 0.3524
O 3.30 1.16 0.46 -0.8719
H 2.54 -2.80 0.63 0.4899
H 1.12 -3.28 0.68 0.3612
O 1.95 -3.48 1.03 -0.7310
H -1.91 3.74 0.99 0.2998
H -1.57 2.56 0.01 0.4383
O -1.33 3.51 0.25 -0.7431
H -0.95 1.24 3.22 0.4398
H -0.17 2.30 4.06 0.2481
O -0.04 1.59 3.45 -0.6870
H -2.63 -0.20 2.90 0.3969
H -2.15 0.72 1.71 0.5337
O -2.43 0.75 2.60 -0.8077
H -3.46 -1.89 1.34 0.4015
H -4.52 -0.87 0.88 0.3049
O -4.14 -1.69 0.63 -0.7605
H 3.81 0.67 -2.70 0.1537
H 2.25 0.63 -2.82 0.4616
O 3.06 0.62 -2.16 -0.6441
H -2.26 0.91 -3.16 0.2619
H -2.04 -0.37 -2.34 0.2761
O -1.57 0.42 -2.63 -0.6430
H -3.29 -2.30 -2.30 0.2228
H -3.49 -1.67 -0.86 0.3659
O -2.88 -1.73 -1.71 -0.6519
H 3.34 -0.65 0.44 0.4295
H 3.22 -1.18 -0.97 0.2858
O 3.34 -1.46 -0.08 -0.6888
```

=====

A 2-piece molecular cluster, C2H5BrClN overall at a distorted geometry. Source: OMol25; level of theory: wB97M-V/def2-TZVPD.

As for the energy above the lowest of the compared OMol25 structures with the same formula, charge and spin: 45.52 kcal/mol.

Geometry as XYZ:
```
10
Properties=species:S:1:pos:R:3:mulliken_charge:R:1
C -0.47 -1.19 0.91 -1.0036
C 0.64 -0.41 0.10 0.2490
N 0.81 -0.57 -1.13 -0.4721
Br 2.28 0.32 -2.18 -0.0995
H -1.05 -1.72 0.15 0.2909
H -0.07 -1.85 1.67 0.3364
H -0.97 -0.54 1.54 0.3330
H 1.19 0.24 0.81 0.3573
Cl -1.19 2.21 -0.87 -0.2408
H -1.18 3.50 -1.00 0.2495
```

=====

A 2-piece molecular cluster, C4H6N2O overall. Source: OMol25; level of theory: wB97M-V/def2-TZVPD.

As for the energy above the lowest of the compared OMol25 structures with the same formula, charge and spin: 46.65 kcal/mol.

Geometry as XYZ:
```
13
Properties=species:S:1:pos:R:3:mulliken_charge:R:1
H -1.55 2.02 1.99 0.2591
N -1.68 1.12 1.52 -0.6182
C -0.63 0.80 0.89 0.6889
C 0.69 1.43 0.71 -0.4367
C 1.42 0.61 -0.07 -0.4839
N 0.71 -0.53 -0.44 0.0057
C -0.57 -0.52 0.10 0.2033
O -1.42 -1.35 -0.05 -0.5260
H 1.01 2.37 1.12 0.3484
H 2.43 0.74 -0.42 0.3834
H 1.05 -1.27 -1.03 0.1970
H -0.87 -2.57 -2.03 -0.2386
H -0.56 -2.86 -2.65 0.2177
```

=====

C44H52BrF6N3O3PV as an isolated structure at a distorted geometry. Source: OMol25; level of theory: wB97M-V/def2-TZVPD.

As for the energy above the lowest of the compared OMol25 structures with the same formula, charge and spin: 25.59 kcal/mol. The multiplicity is 2. The total charge is +1. Its expectation value of S² is 0.77.

Geometry as XYZ:
```
111
Properties=species:S:1:pos:R:3:mulliken_charge:R:1
V 0.58 0.33 0.36 1.2978
C -3.40 -6.41 0.24 -1.6023
C -3.19 -5.80 1.63 1.7148
C -2.64 -6.87 2.57 -2.0008
C -4.53 -5.31 2.18 -1.6377
C -2.24 -4.61 1.50 -0.2182
C -2.59 -3.52 0.71 -0.6746
C -1.73 -2.46 0.59 0.5056
Br -2.27 -0.99 -0.44 0.0941
C -0.47 -2.41 1.21 -0.1925
O 0.28 -1.27 0.93 0.9033
C -0.08 -3.50 2.01 -0.9977
C -1.01 -4.55 2.12 -0.2639
C 1.20 -3.71 2.82 2.4976
C 1.84 -5.06 2.45 -1.7844
C 0.84 -3.70 4.32 -1.6319
C 2.25 -2.64 2.59 -2.5022
H -4.05 -7.29 0.31 0.4446
H -2.45 -6.74 -0.19 0.3522
H -3.86 -5.71 -0.45 0.3474
H -3.36 -7.69 2.64 0.4464
H -2.48 -6.49 3.58 0.3896
H -1.70 -7.29 2.20 0.3843
H -5.21 -6.15 2.32 0.4558
H -5.02 -4.61 1.50 0.3435
H -4.41 -4.81 3.14 0.3548
H -3.55 -3.48 0.20 0.5408
H -0.72 -5.38 2.75 0.3587
H 1.21 -5.91 2.71 0.3617
H 2.78 -5.17 2.98 0.5014
H 2.05 -5.11 1.38 0.3157
H 0.16 -4.51 4.58 0.3141
H 0.37 -2.76 4.60 0.2563
H 1.75 -3.82 4.91 0.4873
H 2.51 -2.56 1.53 -0.0635
H 3.16 -2.90 3.13 0.7367
H 1.93 -1.67 2.94 0.4251
C -0.82 0.67 4.46 -1.2893
C -1.83 1.61 4.56 -0.9638
C -2.32 2.18 3.40 -1.2045
C -1.79 1.84 2.16 0.5987
N -0.81 0.92 2.06 0.9720
C -0.37 0.36 3.19 0.3201
C -2.37 2.46 0.93 0.7230
C -3.11 3.64 1.00 -1.0910
C -3.75 4.10 -0.14 -0.9293
C -3.62 3.38 -1.32 -0.9419
C -2.82 2.26 -1.31 -0.1660
N -2.20 1.81 -0.22 0.5624
H -0.39 0.19 5.32 0.5385
H -2.24 1.89 5.52 0.4575
H -3.14 2.87 3.46 0.5058
H 0.40 -0.39 3.08 -0.0530
H -3.19 4.21 1.91 0.4585
H -4.33 5.01 -0.10 0.4310
H -4.11 3.70 -2.23 0.5242
H -2.66 1.68 -2.21 0.2392
F 3.19 -0.29 1.68 -0.1492
C 2.41 0.72 1.28 0.3144
F 2.19 1.48 2.38 -0.2578
F 3.20 1.45 0.46 -0.2318
F -2.42 1.46 -7.22 -0.2719
C -1.79 2.33 -6.43 0.8129
F -2.66 3.32 -6.15 -0.2581
F -0.79 2.88 -7.14 -0.2619
C -1.27 1.69 -5.17 -0.0997
C -0.30 2.34 -4.42 -1.0663
C 0.12 1.75 -3.24 -0.7732
N -0.34 0.58 -2.80 0.7963
C -1.27 -0.03 -3.53 -0.7208
C -1.77 0.48 -4.72 -1.2946
H 0.13 3.27 -4.76 0.8084
H 0.89 2.22 -2.64 0.9988
H -1.63 -0.98 -3.16 0.4445
H -2.52 -0.06 -5.28 0.5012
C 4.27 6.71 -2.85 -1.5553
C 3.37 5.87 -1.99 0.4667
C 2.11 5.49 -2.42 -1.0322
C 1.29 4.68 -1.64 0.8234
C -0.14 4.47 -2.04 -1.1861
C 1.77 4.20 -0.42 0.6871
C 2.99 4.66 0.09 1.1115
C 3.48 4.37 1.49 -1.9212
C 3.78 5.46 -0.72 -0.8564
C 0.86 3.33 0.40 -0.3853
O 0.31 3.68 1.40 -0.4832
O 0.68 2.02 -0.08 0.5811
H 3.71 7.20 -3.65 0.3596
H 5.05 6.11 -3.31 0.3043
H 4.76 7.49 -2.26 0.3914
H 1.73 5.86 -3.37 0.3446
H -0.26 4.46 -3.13 0.3853
H -0.75 5.30 -1.66 0.4687
H -0.55 3.56 -1.64 -0.1506
H 2.67 4.15 2.18 0.2356
H 4.02 5.24 1.87 0.5774
H 4.17 3.53 1.50 0.2796
H 4.73 5.81 -0.34 0.4695
C 2.44 -0.59 -3.17 -1.5219
P 2.14 -0.96 -1.41 1.5372
C 1.46 -2.65 -1.50 -1.0338
C 3.87 -1.28 -0.91 -1.5036
H 3.22 -1.27 -3.52 0.6185
H 2.78 0.44 -3.30 0.3696
H 1.54 -0.74 -3.77 0.3521
H 2.02 -3.23 -2.24 0.6473
H 0.41 -2.62 -1.79 0.2011
H 1.54 -3.14 -0.53 -0.0634
H 4.32 -1.95 -1.64 0.5593
H 3.93 -1.73 0.08 0.3081
H 4.42 -0.34 -0.89 0.3707
```

=====

A 2-piece molecular cluster, C3H3F2IO overall at a distorted geometry. Source: OMol25; level of theory: wB97M-V/def2-TZVPD.

As for the energy above the lowest of the compared OMol25 structures with the same formula, charge and spin: 101.83 kcal/mol.

Geometry as XYZ:
```
10
Properties=species:S:1:pos:R:3:mulliken_charge:R:1
C -0.65 0.12 0.40 0.0019
C -1.64 -1.46 -0.63 0.1267
C 1.67 0.61 0.15 -0.7263
O 0.57 -0.17 0.55 -0.1863
F -2.83 -1.04 -0.31 -0.1203
F -1.32 -2.42 0.23 -0.1445
I -1.46 1.87 -0.21 0.1260
H 1.50 0.67 -1.02 0.3489
H 2.61 0.17 0.44 0.2280
H 1.54 1.65 0.39 0.3458
```

=====

Number 1: electronic energy -105676.836 eV. Number 2: electronic energy -37957.776 eV. Number 3: electronic energy -86208.475 eV. Number 4: electronic energy -9271.479 eV. Number 5: electronic energy -178406.688 eV. Number 6: electronic energy -18737.099 eV.